16
Properties=species:S:1:pos:R:3:forces:R:3:nbo_charge:R:1 method="wB97M-V/def2-TZVPD" charge=+2 fmax_ev_per_a=4.14 orbital_gap_ev=8.6 e_homo_ev=-15.97 total_energy_ha=-322.05052
H 2.521344 -0.540833 -0.648572 -0.25 -0.01 -4.13 0.331
C 1.618519 -0.367187 -1.632122 1.93 -0.52 1.42 -0.900
H 1.257027 -0.841989 -2.567546 2.12 -0.54 -0.83 0.304
H 1.362768 -1.368646 -1.260136 -2.47 0.92 1.97 0.394
C 1.731418 1.086894 -2.114927 -0.18 0.83 1.41 -0.485
C 0.641659 1.530526 -3.023605 -0.93 -0.58 -0.20 0.522
O -0.030053 2.537381 -2.873035 0.54 0.16 0.20 -0.683
Li -0.102440 4.164640 -1.999241 -0.21 0.06 -0.24 0.987
H 1.847579 1.824348 -1.309471 -0.06 -0.13 -0.05 0.212
H 0.401808 0.859251 -3.872623 0.08 0.25 0.11 0.172
H 2.651531 1.173012 -2.721643 -0.14 -0.34 0.19 0.281
C 1.044590 -0.138152 0.894618 2.35 -1.60 1.58 0.273
H 0.274388 -0.910398 1.058285 -0.27 0.78 -0.51 0.195
H 0.871641 0.949885 0.852468 -0.25 -0.51 -0.41 0.176
O 2.241829 -0.547187 1.127002 -2.38 1.25 -0.29 -0.769
Li 3.032209 -1.244441 2.682154 0.13 -0.03 -0.22 0.991

=====

45
Properties=species:S:1:pos:R:3:forces:R:3:nbo_charge:R:1 method="wB97M-V/def2-TZVPD" charge=+2 s_squared=0.76 fmax_ev_per_a=8.43 spin_multiplicity=2 orbital_gap_ev="6.3 / 6.3" e_homo_ev="-16.12 / -16.12" total_energy_ha=-3308.20865
I 1.859575 0.666213 -1.893060 -1.04 -0.62 1.37 0.076
I -1.663271 -0.893820 1.977661 -3.10 0.92 -1.98 0.457
Ti 0.000000 0.000000 0.000000 -0.77 2.69 -0.38 0.854
P 0.903205 1.635539 1.479073 1.22 4.01 1.08 1.011
C 2.300658 1.037720 2.491012 0.76 0.55 0.22 -0.912
C 1.531409 3.134225 0.651712 -0.17 -0.01 0.15 -0.947
H 1.722715 3.909166 1.401067 0.01 -0.05 -0.19 0.268
H 0.145743 3.194587 3.165248 -0.08 -0.18 -0.08 0.278
H 0.773154 3.475080 -0.057839 0.13 0.17 0.05 0.254
H -1.196697 2.594284 2.137648 0.03 0.15 0.20 0.256
H 3.104224 0.705038 1.827897 0.07 0.08 0.08 0.257
H 2.445639 2.903248 0.103065 -0.07 0.08 0.09 0.263
C -0.289542 2.314989 2.679409 -0.10 -0.21 -0.23 -0.922
H 2.674333 1.829494 3.147577 0.04 0.10 -0.25 0.273
H -0.544911 1.558642 3.423008 0.01 0.16 0.03 0.250
H 1.966743 0.190291 3.096360 1.01 1.52 -0.16 0.254
P -1.174836 -1.300461 -1.614701 -1.79 -1.09 -2.31 0.852
C -0.564002 -3.013170 -1.781563 0.35 0.16 0.44 -0.915
C -2.963594 -1.466482 -1.302068 0.11 0.13 0.08 -0.918
H -1.367216 0.443685 -3.253415 -0.04 -0.09 -0.20 0.256
H -1.865221 -1.143187 -3.926531 0.13 0.10 0.08 0.271
H -0.129032 -0.736466 -3.727886 -0.14 -0.01 0.00 0.267
C -1.128784 -0.621614 -3.306510 -0.02 0.05 0.14 -0.915
H -3.367873 -0.471511 -1.098601 -0.16 -0.12 -0.10 0.255
H -3.447976 -1.896953 -2.184734 0.03 0.07 0.20 0.276
H -1.137079 -3.560541 -2.536401 -0.02 0.23 0.07 0.284
H -0.653778 -3.521414 -0.817407 0.00 -0.05 -0.15 0.260
H -3.134882 -2.098393 -0.429543 -0.06 -0.03 -0.11 0.255
H 0.490088 -2.987527 -2.072296 -0.10 -0.09 -0.01 0.264
C 1.156533 -1.352676 0.505782 5.41 -6.43 0.75 0.448
O 1.877701 -2.197083 0.821803 -1.39 2.07 -2.08 -0.398
C 2.402270 -2.031449 3.414244 0.89 0.17 0.37 -0.709
C 0.841195 -1.624419 3.120495 2.14 -1.56 1.99 0.159
O 0.603075 -0.386849 1.992535 -0.70 -4.65 2.79 -0.887
C 0.127943 -3.097727 2.932334 -0.93 -2.61 0.51 0.958
F 0.790335 -4.086821 3.642098 -0.69 2.16 -1.44 -0.284
F -1.154118 -3.167305 3.455207 1.90 0.18 -0.70 -0.315
F 0.063114 -3.553735 1.632923 -0.11 0.80 1.83 -0.319
C 0.380932 -1.144625 4.592800 -0.74 0.64 2.29 0.936
F 0.600123 -2.150516 5.522437 -0.27 1.65 -2.14 -0.284
F 1.070686 -0.038021 5.053772 -0.97 -1.75 -1.20 -0.303
F -0.957203 -0.832588 4.698335 1.90 -0.23 -0.15 -0.313
H 2.985958 -2.540522 2.634244 -0.82 0.39 -0.03 0.274
H 2.479916 -2.755079 4.249671 -0.93 0.36 -0.41 0.309
H 3.083719 -1.252580 3.810128 -0.94 0.20 -0.50 0.268